1.
{"formula": "C20H21BrN4O7RbS2", "method": "the ωB97M-V functional and the def2-TZVPD basis", "symbols": ["Rb", "O", "C", "C", "C", "N", "C", "Br", "C", "H", "H", "H", "H", "O", "C", "O", "C", "C", "C", "C", "C", "C", "S", "H", "H", "H", "H", "C", "C", "S", "O", "O", "C", "C", "N", "C", "N", "C", "C", "N", "O", "O", "C", "H", "H", "H", "H", "H", "H", "H", "H", "H", "H", "H", "H", "H"], "positions_angstrom": [[0.69, -2.99, 1.09], [1.00, 1.46, 6.97], [0.70, 0.74, 5.86], [0.25, 1.32, 4.68], [-0.02, 0.49, 3.61], [0.13, -0.84, 3.65], [0.56, -1.36, 4.79], [0.81, -3.23, 4.81], [0.85, -0.63, 5.93], [0.90, 2.40, 6.78], [0.13, 2.39, 4.60], [-0.33, 0.91, 2.66], [1.22, -1.11, 6.82], [2.57, -4.59, 1.48], [2.59, -4.56, 0.23], [1.60, -4.82, -0.51], [3.85, -4.09, -0.47], [4.44, -4.96, -1.38], [5.59, -4.63, -2.08], [6.14, -3.36, -1.87], [5.53, -2.47, -1.00], [4.36, -2.78, -0.28], [3.59, -1.53, 0.72], [3.97, -5.93, -1.54], [6.05, -5.33, -2.77], [7.04, -3.07, -2.41], [5.94, -1.48, -0.87], [-5.63, 4.26, -0.64], [-4.31, 3.50, -0.78], [-3.57, 3.88, -2.34], [-4.43, 3.36, -3.38], [-3.19, 5.27, -2.32], [-2.09, 2.91, -2.34], [-2.35, 1.43, -2.65], [-1.29, 0.58, -2.13], [-1.35, -0.14, -0.99], [-0.23, -0.81, -0.76], [0.61, -0.52, -1.79], [-0.02, 0.34, -2.63], [0.49, 0.95, -3.83], [1.58, 0.61, -4.21], [-0.25, 1.75, -4.40], [-2.53, -0.17, -0.08], [-6.09, 4.02, 0.32], [-6.32, 3.98, -1.43], [-5.46, 5.33, -0.69], [-4.46, 2.42, -0.75], [-3.58, 3.78, -0.02], [-1.63, 3.05, -1.36], [-1.45, 3.38, -3.09], [-2.45, 1.29, -3.71], [-3.28, 1.09, -2.19], [1.62, -0.91, -1.84], [-3.41, -0.61, -0.57], [-2.80, 0.83, 0.27], [-2.28, -0.78, 0.78]], "mulliken_charge": [0.72, -0.52, 0.95, -0.53, -0.50, -0.24, 0.05, -0.18, -0.36, 0.29, 0.27, 0.36, 0.41, -0.76, 0.06, -0.85, 0.50, -0.40, -0.55, -0.42, -0.55, 0.41, -0.54, 0.34, 0.34, 0.33, 0.33, -1.39, -0.25, 1.23, -0.66, -0.70, -0.56, -1.18, 0.35, 0.63, -0.16, -0.48, 0.01, 1.07, -0.61, -0.67, -1.40, 0.40, 0.35, 0.36, 0.20, 0.41, 0.41, 0.43, 0.22, 0.65, 0.44, 0.42, 0.21, 0.31], "total_charge": -1, "gap_ev": 4.239, "homo_energy_ev": -2.88, "spin_multiplicity": 1}

2.
{"formula": "C20H21ClN2O2Sr", "method": "the ωB97M-V functional and the def2-TZVPD basis", "symbols": ["C", "C", "H", "H", "H", "H", "H", "H", "C", "C", "C", "C", "H", "H", "H", "H", "N", "C", "C", "N", "C", "C", "C", "H", "H", "C", "H", "H", "Sr", "C", "H", "H", "H", "Cl", "C", "C", "C", "C", "C", "C", "C", "O", "O", "H", "H", "H", "H"], "positions_angstrom": [[-0.57, 1.94, 2.15], [-0.59, -1.74, 2.32], [0.38, 2.49, 2.25], [-0.93, 1.42, 3.03], [-1.30, 2.39, 1.46], [-0.20, -2.63, 1.80], [-0.10, -1.48, 3.25], [-1.68, -1.59, 2.26], [0.56, 2.70, -1.91], [0.86, 3.51, -3.02], [1.10, 2.88, -4.24], [1.01, 1.49, -4.35], [0.39, 3.12, -0.91], [0.93, 4.59, -2.89], [1.36, 3.47, -5.12], [1.21, 0.95, -5.28], [0.46, 1.36, -2.04], [0.66, 0.72, -3.22], [0.53, -0.78, -3.24], [0.33, -1.41, -2.06], [0.14, -2.74, -1.95], [0.47, -2.94, -4.33], [0.20, -3.55, -3.09], [-0.05, -3.14, -0.95], [0.06, -4.62, -2.99], [0.64, -1.56, -4.40], [0.85, -1.04, -5.34], [0.54, -3.54, -5.23], [0.49, -0.06, 0.07], [-2.42, 0.00, -0.30], [-2.68, -1.06, -0.42], [-2.41, 0.57, -1.24], [-2.90, 0.51, 0.54], [1.02, 0.39, 7.09], [1.85, 0.29, 5.58], [2.30, -0.97, 5.13], [2.90, -1.06, 3.87], [3.07, 0.08, 3.08], [2.68, 1.33, 3.56], [2.11, 1.45, 4.84], [3.62, -0.07, 1.66], [4.81, -0.37, 1.56], [2.76, 0.16, 0.72], [2.13, -1.86, 5.72], [3.23, -2.03, 3.48], [2.81, 2.22, 2.95], [1.78, 2.41, 5.22]], "mulliken_charge": [-1.31, -1.33, 0.42, 0.41, 0.43, 0.52, 0.40, 0.33, -0.38, -0.67, -0.44, -0.73, 0.43, 0.39, 0.41, 0.34, 0.25, 0.24, 0.32, -0.06, -0.25, -0.44, -0.71, 0.40, 0.41, -0.64, 0.32, 0.42, 2.08, -1.24, 0.26, 0.27, 0.27, -0.23, 0.45, -0.62, -0.36, 0.42, -0.35, -0.60, -0.11, -0.63, -0.88, 0.40, 0.41, 0.54, 0.40], "total_charge": 0, "gap_ev": [5.104, 4.794], "homo_energy_ev": [-6.17, -5.90], "spin_multiplicity": 1}

3.
{"formula": "C20H21FN2O2S", "method": "the ωB97M-V functional and the def2-TZVPD basis", "symbols": ["O", "C", "N", "C", "H", "C", "O", "C", "H", "C", "H", "H", "H", "H", "H", "H", "C", "C", "C", "C", "C", "C", "H", "H", "S", "C", "C", "N", "C", "C", "C", "C", "C", "C", "C", "H", "H", "F", "H", "H", "H", "H", "H", "H", "H", "H", "H"], "positions_angstrom": [[3.36, 1.39, 0.24], [2.85, 0.29, 0.16], [3.06, -0.67, 1.09], [2.48, -1.99, 1.10], [1.89, -2.15, 0.20], [1.61, -2.13, 2.36], [2.35, -1.87, 3.52], [2.91, -0.58, 3.51], [3.47, -0.48, 4.43], [3.82, -0.38, 2.29], [4.17, 0.65, 2.23], [4.67, -1.07, 2.35], [2.10, 0.17, 3.48], [1.22, -3.15, 2.46], [0.76, -1.43, 2.29], [3.28, -2.73, 1.15], [1.96, -0.09, -0.98], [0.58, -0.09, -0.80], [-0.30, -0.39, -1.84], [0.27, -0.61, -3.11], [1.64, -0.59, -3.29], [2.50, -0.35, -2.23], [3.57, -0.34, -2.38], [2.03, -0.78, -4.28], [-0.74, -0.89, -4.54], [-2.15, 0.09, -3.96], [-2.65, -0.50, -2.65], [-1.66, -0.45, -1.61], [-2.18, -0.56, -0.27], [-2.49, 0.77, 0.39], [-2.05, 1.97, -0.14], [-2.34, 3.17, 0.48], [-3.08, 3.15, 1.65], [-3.53, 1.97, 2.21], [-3.23, 0.78, 1.57], [-3.58, -0.15, 1.99], [-4.11, 1.99, 3.12], [-3.38, 4.32, 2.26], [-2.00, 4.11, 0.08], [-1.47, 1.98, -1.05], [-1.47, -1.12, 0.36], [-3.10, -1.15, -0.31], [-2.98, -1.53, -2.83], [-3.52, 0.08, -2.31], [-1.82, 1.12, -3.83], [-2.92, 0.04, -4.73], [0.20, 0.16, 0.18]], "mulliken_charge": [-0.68, 0.19, 0.05, -0.61, 0.43, -0.49, -0.40, -0.56, 0.35, -0.74, 0.43, 0.30, 0.32, 0.34, 0.31, 0.32, -0.68, 0.25, 0.35, 0.56, -0.93, -0.70, 0.52, 0.41, -0.17, -0.73, -0.62, 0.38, -2.13, 0.82, 0.19, -0.74, 0.38, -0.61, -0.65, 0.42, 0.44, -0.33, 0.44, 0.35, 0.56, 0.57, 0.29, 0.44, 0.34, 0.43, 0.62], "total_charge": 0, "gap_ev": 8.260, "smiles": "O=C(c1ccc2c(c1)N(Cc1ccc(F)cc1)CCS2)N1CCOCC1", "homo_energy_ev": -7.75, "spin_multiplicity": 1}

4.
{"formula": "C20H21FN2O2S", "method": "the ωB97M-V functional and the def2-TZVPD basis", "symbols": ["O", "O", "F", "C", "C", "C", "C", "C", "C", "C", "C", "C", "C", "C", "C", "C", "C", "N", "N", "C", "C", "C", "C", "C", "C", "S", "H", "H", "H", "H", "H", "H", "H", "H", "H", "H", "H", "H", "H", "H", "H", "H", "H", "H", "H", "H", "H"], "positions_angstrom": [[-1.68, 6.49, 0.02], [-0.77, 4.87, 1.38], [5.18, -3.39, -1.58], [0.03, 0.93, 1.76], [0.20, -0.03, 0.72], [-0.57, 0.89, -2.76], [2.96, -3.73, -0.94], [3.93, -1.62, -0.54], [-0.23, 0.10, -1.70], [-0.95, 2.26, -2.58], [1.81, -3.27, -0.28], [2.78, -1.12, -0.03], [4.10, -2.99, -0.99], [-0.24, 0.64, -0.45], [-0.68, 1.95, -0.21], [-1.11, 2.80, -1.32], [1.64, -1.92, 0.17], [-0.45, 2.12, 1.13], [-1.52, 4.16, -1.20], [-1.39, -3.11, -0.52], [-1.32, -3.72, 0.87], [1.07, -1.72, 2.40], [-0.95, -2.19, 0.71], [-3.50, 4.73, 0.77], [0.43, -1.45, 1.03], [-1.82, 5.05, 0.35], [0.30, 0.77, 2.78], [-0.58, 0.45, -3.76], [2.91, -4.78, -1.28], [4.81, -0.98, -0.51], [0.06, -0.90, -1.95], [-1.10, 2.78, -3.50], [1.08, -4.06, -0.18], [2.86, -0.01, 0.28], [-0.39, 2.97, 1.64], [-1.43, 4.72, -2.01], [-0.58, -3.53, -1.22], [-2.41, -3.03, -1.02], [-0.62, -4.37, 1.30], [-2.33, -4.11, 1.26], [1.32, -2.76, 2.61], [0.37, -1.31, 3.17], [1.97, -1.11, 2.53], [-1.77, -1.46, 0.97], [-3.67, 5.26, 1.69], [-3.55, 3.66, 1.02], [-4.26, 5.06, -0.03]], "mulliken_charge": [-0.68, -0.71, -0.32, -1.90, 0.04, -1.06, -0.84, -0.54, -0.31, -0.88, -0.29, -0.18, 0.26, 1.48, -1.01, 0.65, -0.24, 0.17, -0.44, -0.51, -0.89, -2.00, -0.46, -0.81, 3.45, 1.06, 0.45, 0.39, 0.36, 0.39, 0.47, 0.34, 0.25, 0.14, 0.25, 0.23, 0.19, 0.28, 0.24, 0.26, 0.41, 0.42, 0.49, 0.46, 0.36, 0.32, 0.30], "total_charge": 0, "gap_ev": 8.129, "smiles": "C[C@](c1ccc(F)cc1)(c1c[nH]c2c(NS(C)(=O)=O)cccc12)C1CC1", "homo_energy_ev": -7.75, "spin_multiplicity": 1}

E
In order: -4914.9150 -1525.4799 -1532.7796 -1532.6012
Unit: a.u.
Relative energy (zero: lowest compared OMol25 entry of this formula, charge and spin)
In order: 0.0 0.0 0.0 111.9
Unit: kcal per mole